Entry from OMol25: C3H5NO3S as an isolated structure at a distorted geometry (ωB97M-V/def2-TZVPD).

Cartesian coordinates (Å):
C1 -1.65365 -0.08382 -0.86628
C2 0.11431 -0.26268 0.00705
C3 2.36508 0.38768 -0.33454
N1 0.10607 -0.85198 1.09364
O1 -4.12518 -0.42179 -0.03894
O2 -2.58591 1.07018 1.19651
O3 0.94609 0.51606 -0.62627
S1 -2.77295 -0.00895 0.30132
H1 -1.51500 -0.95028 -1.54427
H2 2.33018 1.22447 0.45513
H3 2.96103 0.74198 -1.22282
H4 2.78256 -0.55233 0.08609
H5 1.04737 -0.80853 1.49338

Atoms 1-2, force components in eV/Å:
C 4.9 -2.2 1.2
C -4.8 2.0 -1.3

For the highest occupied orbital energy (spin up / spin down), the calculation gives -9.915 / -9.914 eV. The calculation puts the energy above the lowest of the compared OMol25 structures with the same formula, charge and spin at 136.54 kcal per mole. As for the LUMO energy (spin up / spin down): -1.031 / -1.032 eV. The net charge is 0. As for the strongest force on any atom: 5.56 eV/A. As for the HOMO-LUMO gap (spin up / spin down): 8.9 / 8.9 eV.

Entry from OMol25: C4H6CrO2 as an isolated structure at a distorted geometry (ωB97M-V/def2-TZVPD).

Cartesian coordinates (Å):
O1 2.54211 -0.78293 -0.42534
C1 1.74900 -0.71495 0.74075
H1 1.92239 -0.98947 -1.14726
H2 2.07906 0.17111 1.31757
C2 0.22966 -0.56174 0.31817
C3 -0.53453 0.21404 1.11401
C4 -1.81480 0.88652 0.64581
O2 -2.24719 0.48594 -0.60695
Cr1 -1.07611 -0.86895 -1.32595
H3 -0.24101 0.48862 2.14575
H4 1.47050 -1.78771 1.13306
H5 -1.64539 1.98810 0.68611
H6 -2.59032 0.69958 1.42518

Atoms 1-2, force components in eV/Å:
O 0.4 -0.1 -0.3
C -3.7 -2.2 -1.0

For the highest occupied orbital energy (spin up / spin down), the calculation gives -1.410 / -4.214 eV. As for the LUMO energy (spin up / spin down): 3.596 / 3.909 eV. The net charge is -1. As for the expectation value of S²: 8.78. As for the strongest force on any atom: 4.47 eV/A. The spin multiplicity is 6. As for the HOMO-LUMO gap (spin up / spin down): 5.0 / 8.1 eV.

Entry from OMol25: a single C12H16O2 molecule at a distorted geometry (ωB97M-V/def2-TZVPD).

Cartesian coordinates (Å):
C1 3.30218 -0.63166 0.61747
C2 1.84934 -1.13528 0.58741
C3 1.79342 -2.67221 0.36287
C4 1.00694 -0.41560 -0.48630
C5 1.46903 -0.32823 -1.81183
C6 0.79380 0.44897 -2.78374
C7 -0.37537 1.14346 -2.42476
C8 -0.89759 0.93259 -1.14007
C9 -0.23273 0.20426 -0.17151
O1 -0.99166 0.27038 0.97405
C10 -2.18515 1.02309 0.69992
C11 -3.42661 0.16565 0.87402
C12 -2.26129 2.21484 1.61682
O2 -2.03792 1.48045 -0.67410
H1 3.85194 -1.03988 1.45617
H2 3.84416 -0.85780 -0.27397
H3 3.28708 0.49045 0.75466
H4 1.43373 -0.89943 1.58689
H5 0.75823 -3.05718 0.35762
H6 2.25591 -2.94078 -0.59109
H7 2.31012 -3.17064 1.17850
H8 2.38548 -0.87431 -2.12936
H9 1.19559 0.49459 -3.78194
H10 -0.96277 1.69895 -3.14509
H11 -3.31094 -0.79936 0.42963
H12 -3.59205 -0.03494 1.91934
H13 -4.31223 0.66884 0.47065
H14 -2.12253 1.93688 2.64969
H15 -1.58931 2.99541 1.32693
H16 -3.23882 2.68847 1.55110

Atoms 1-2, force components in eV/Å:
C -0.8 1.6 0.6
C -0.4 -0.3 -0.2

For the highest occupied orbital energy, the calculation gives -7.913 eV. The calculation puts the energy above the lowest of the compared OMol25 structures with the same formula, charge and spin at 0.00 kcal per mole. As for the LUMO energy: 0.832 eV. The net charge is 0. Its structure (SMILES) is CC(C)c1cccc2c1OC(C)(C)O2. As for the strongest force on any atom: 1.98 eV/A. As for the HOMO-LUMO gap: 8.7 eV.

Entry from OMol25: C50H39BrN4O12P2S2V as an isolated structure at a distorted geometry (ωB97M-V/def2-TZVPD).

Cartesian coordinates (Å):
V1 14.74451 14.33705 10.94215
O1 15.23759 13.79621 14.09716
P1 15.40928 12.48089 13.44330
C1 13.04092 11.86061 12.11579
P2 15.21773 12.14376 9.10877
O2 15.39337 13.60985 8.92594
C2 16.63479 11.16428 8.60888
C3 17.63038 11.78584 7.87748
C4 18.72500 11.04233 7.48502
C5 18.81396 9.70397 7.82028
C6 17.79128 9.08000 8.51803
C7 16.70003 9.81230 8.93563
C8 13.76107 11.52603 8.30477
C9 13.09393 10.44172 8.83515
C10 11.92792 9.98965 8.25489
C11 11.44441 10.66339 7.14602
C12 12.11319 11.76326 6.62367
C13 13.26110 12.22095 7.21772
C14 17.10091 12.02222 12.98779
C15 18.12491 12.75957 13.54969
C16 19.43912 12.38321 13.33728
C17 19.71121 11.26216 12.57235
C18 18.68794 10.50544 12.03328
C19 17.36967 10.88901 12.23071
C20 15.09683 11.10718 14.61165
C21 14.05921 10.18346 14.70350
C22 14.05210 9.24088 15.70837
C23 15.06363 9.20767 16.65838
C24 16.11953 10.10816 16.56008
C25 16.11882 11.04374 15.55263
H1 12.27665 12.12826 11.37154
H2 13.08680 10.75373 12.10698
H3 17.51040 12.82866 7.63211
H4 19.51688 11.51724 6.92154
H5 19.69469 9.14563 7.53032
H6 17.86547 8.03546 8.77690
H7 15.90815 9.35431 9.49686
H8 13.49819 9.96389 9.71234
H9 11.37690 9.16607 8.67743
H10 10.50526 10.37140 6.69235
H11 11.69444 12.31516 5.79742
H12 13.76944 13.11418 6.88424
H13 17.88200 13.63539 14.12376
H14 20.24170 12.96392 13.76543
H15 20.74038 10.95987 12.38188
H16 18.90195 9.62416 11.43430
H17 16.55657 10.29387 11.84320
H18 13.23694 10.22540 14.02068
H19 13.23085 8.53669 15.74838
H20 15.04740 8.46796 17.44520
H21 16.92926 10.08273 17.26664
H22 16.94453 11.73743 15.50817
Br1 22.41208 16.29335 11.95484
C26 21.00371 15.26236 11.36052
C27 21.14628 14.16757 10.55048
C28 20.06182 13.42218 10.12981
C29 18.80325 13.81125 10.53165
C30 18.69839 14.94632 11.33661
C31 19.77454 15.68358 11.78270
C32 17.34272 15.30441 11.90867
O3 17.12047 16.31055 12.54337
O4 16.54453 14.29471 11.58646
H23 22.14752 13.88125 10.24850
H24 20.21084 12.55758 9.50046
H25 17.92537 13.26996 10.22676
H26 19.59234 16.52011 12.44191
O5 16.30210 21.79324 8.00019
S1 15.67553 22.92284 8.66698
O6 16.53949 24.06528 8.90352
O7 14.33400 23.24382 8.20804
C33 15.26371 22.28600 10.33200
N1 14.99747 23.15356 11.30850
C34 14.57161 22.64889 12.43989
C35 14.39268 21.28144 12.66222
C36 14.71520 20.48178 11.59708
N2 15.15549 20.97298 10.46112
C37 14.61283 19.00116 11.60276
C38 14.89441 18.35520 10.41478
C39 14.75530 16.98693 10.42181
N3 14.41110 16.27793 11.52625
C40 14.21043 16.92012 12.68256
C41 14.27084 18.31276 12.76634
H27 14.37985 23.35462 13.24591
H28 13.98420 20.92825 13.59611
H29 15.19687 18.91595 9.52683
H30 14.93912 16.41257 9.50773
H31 14.02318 16.30542 13.55749
H32 14.12549 18.82494 13.69818
C42 12.06891 13.53018 13.49542
O8 12.64885 12.24062 13.40846
C43 14.42130 12.46870 11.81347
O9 15.08164 11.81964 10.69362
H33 11.05889 13.52874 13.03657
H34 12.69804 14.29236 13.01416
H35 12.00488 13.76285 14.55346
O10 9.23674 13.01807 8.11312
S2 9.77003 12.83696 9.43773
O11 9.52507 11.68177 10.26495
N4 11.37340 13.02196 9.32816
C44 11.78630 14.07013 9.93608
O12 12.95010 14.51006 9.99929
C45 10.68801 14.89723 10.64344
C46 10.89926 16.07185 11.37418
C47 9.75707 16.67981 11.86068
C48 8.51618 16.07865 11.63348
C49 8.31396 14.89976 10.91610
C50 9.45556 14.31469 10.39976
H36 11.88407 16.48586 11.50693
H37 9.81057 17.59326 12.42833
H38 7.63214 16.56648 12.01613
H39 7.31798 14.50496 10.76660

Atoms 1-2, force components in eV/Å:
V 0.4 -0.1 -0.4
O -0.1 0.5 0.3

For the highest occupied orbital energy (spin up / spin down), the calculation gives -5.625 / -5.625 eV. The calculation puts the energy above the lowest of the compared OMol25 structures with the same formula, charge and spin at 0.00 kcal per mole. As for the LUMO energy (spin up / spin down): 1.294 / 1.308 eV. The net charge is -1. As for the expectation value of S²: 2.02. As for the strongest force on any atom: 2.62 eV/A. The spin multiplicity is 3. As for the HOMO-LUMO gap (spin up / spin down): 6.9 / 6.9 eV.

Entry from OMol25: a single H4N2S3 molecule at a distorted geometry (ωB97M-V/def2-TZVPD).

Cartesian coordinates (Å):
S1 -2.38993 0.38000 0.71062
N1 -1.21666 -0.11874 -0.41651
S2 -0.01955 -1.44450 -0.03397
N2 1.39089 -0.54170 -0.48340
S3 2.12525 0.47920 0.69582
H1 -1.51170 1.33050 1.41823
H2 -1.67512 -0.34327 -1.28652
H3 1.87714 -1.26586 -0.94414
H4 1.41968 1.52437 0.33987

Atoms 1-2, force components in eV/Å:
S 1.8 1.3 1.4
N 1.1 -1.5 0.1

For the highest occupied orbital energy, the calculation gives -8.784 eV. The calculation puts the energy above the lowest of the compared OMol25 structures with the same formula, charge and spin at 0.00 kcal per mole. As for the LUMO energy: 0.546 eV. The net charge is 0. Its structure (SMILES) is SNSNS. As for the strongest force on any atom: 2.63 eV/A. As for the HOMO-LUMO gap: 9.3 eV.

no.,E (eV)
1,-21654.256
2,-36758.384
3,-16798.418
4,-218997.081
5,-35548.532